Molecular formula: C6H12N2O4S
Method: DFT, ωB97M-V/def2-TZVPD

```
! wB97M-V def2-TZVPD RIJCOSX def2/J DEFGRID3
* xyz 0 1
C 1.638 -0.847 1.027
C 0.452 -1.620 1.474
C 1.478 0.605 0.700
C -0.578 -1.504 0.321
C 0.439 0.758 -0.482
C -0.829 -0.135 -0.405
N 1.158 0.331 -1.626
N -1.611 -0.229 -1.609
O -2.382 2.444 -0.798
O -1.377 2.988 1.322
O -0.010 2.129 -0.622
O -1.550 0.642 0.595
S -1.388 2.180 0.186
H 2.349 -0.948 1.745
H 1.923 -1.281 0.163
H 0.456 -2.678 1.520
H -0.035 -1.211 2.307
H 1.041 1.247 1.500
H 2.415 1.143 0.239
H -0.347 -2.044 -0.628
H -1.619 -1.927 0.639
H 0.687 0.005 -2.446
H 1.915 0.918 -1.937
H -1.724 -1.201 -1.779
H -2.499 0.235 -1.407
*
```

Relative energy (zero: lowest compared OMol25 entry of this formula, charge and spin) in kcal/mol: 47.88
E_HOMO in eV: -10.171
Orbital gap in eV: 10.9055
M in u: 208.24

Here are the Mulliken charges for atoms 1 to 2, given in e: -1.03, -0.73

Molecular formula: C76H86BF4N11P2RbS
Method: DFT, ωB97M-V/def2-TZVPD

```
! wB97M-V def2-TZVPD RIJCOSX def2/J DEFGRID3
* xyz -1 1
Rb 0.087 -0.637 0.076
C -0.844 -4.325 2.086
C 0.006 -3.623 3.142
N -0.584 -2.351 3.542
C -1.689 -2.587 4.466
C -2.642 -1.413 4.614
C 0.339 -1.366 4.119
C 1.796 -1.386 3.670
N 2.030 -1.037 2.282
C 3.258 -1.146 1.827
C 3.543 -0.766 0.472
F 2.540 -0.189 -0.245
C 4.762 -0.900 -0.129
F 4.912 -0.485 -1.411
C 5.880 -1.381 0.539
C 5.672 -1.700 1.871
F 6.727 -2.150 2.586
C 4.459 -1.572 2.500
F 4.443 -1.852 3.832
H -0.507 -5.356 1.967
H -0.754 -3.810 1.129
H -1.898 -4.354 2.355
H 0.985 -3.432 2.708
H 0.143 -4.296 4.008
H -1.301 -2.867 5.464
H -2.259 -3.441 4.096
H -2.158 -0.548 5.067
H -3.491 -1.695 5.243
H -3.006 -1.135 3.628
H 0.371 -1.489 5.217
H -0.069 -0.372 3.906
H 2.218 -2.369 3.912
H 2.301 -0.665 4.330
H 6.833 -1.515 0.052
C -0.923 -3.542 -5.741
C -1.316 -3.343 -4.313
C -2.418 -3.879 -3.695
C -2.366 -3.401 -2.369
N -1.304 -2.613 -2.214
N -0.658 -2.592 -3.392
B 0.693 -1.902 -3.706
N 0.540 -0.364 -3.888
N 0.011 0.499 -2.987
C -0.022 1.693 -3.584
C 0.500 1.595 -4.887
C 0.835 0.274 -5.048
C 1.411 -0.302 -6.305
C -0.566 2.979 -3.106
C 0.174 4.132 -3.378
C -0.325 5.392 -3.099
C -1.611 5.528 -2.596
C -2.367 4.393 -2.349
C -1.842 3.127 -2.571
N 1.822 -2.370 -2.747
N 1.623 -2.961 -1.556
C 2.783 -3.493 -1.184
C 3.765 -3.233 -2.159
C 3.114 -2.522 -3.137
C 3.719 -1.995 -4.394
C 2.973 -4.296 0.027
C 1.904 -4.964 0.619
C 2.096 -5.767 1.731
C 3.364 -5.930 2.269
C 4.438 -5.269 1.689
C 4.244 -4.469 0.576
C -3.348 -3.691 -1.323
C -3.300 -3.084 -0.072
C -4.269 -3.337 0.884
C -5.324 -4.195 0.614
C -5.372 -4.830 -0.620
C -4.391 -4.591 -1.567
H -1.674 -4.162 -6.228
H 0.044 -4.041 -5.825
H -0.862 -2.593 -6.276
H -3.146 -4.528 -4.151
H 1.014 -2.297 -4.785
H 0.562 2.376 -5.628
H 1.273 0.428 -7.101
H 0.931 -1.235 -6.596
H 2.480 -0.489 -6.202
H 1.158 4.029 -3.814
H 0.289 6.267 -3.274
H -2.022 6.513 -2.408
H -3.386 4.497 -1.990
H -2.446 2.256 -2.364
H 4.798 -3.539 -2.170
H 4.759 -2.312 -4.439
H 3.690 -0.903 -4.415
H 3.202 -2.372 -5.278
H 0.925 -4.852 0.172
H 1.252 -6.277 2.182
H 3.515 -6.570 3.130
H 5.430 -5.374 2.111
H 5.092 -3.962 0.136
H -2.481 -2.415 0.151
H -4.196 -2.862 1.855
H -6.094 -4.373 1.354
H -6.173 -5.525 -0.842
H -4.440 -5.118 -2.510
C -4.366 2.898 0.664
N -3.531 1.733 0.929
P -4.154 0.111 0.754
C -5.940 0.242 1.242
C -6.346 -0.505 2.347
C -7.648 -0.442 2.818
C -8.573 0.375 2.184
C -8.191 1.103 1.067
C -6.888 1.035 0.596
C -4.351 -0.073 -1.063
C -3.192 0.087 -1.819
C -3.187 -0.180 -3.179
C -4.337 -0.651 -3.791
C -5.482 -0.866 -3.039
C -5.488 -0.593 -1.680
P -2.360 1.748 2.207
C -3.372 2.539 3.559
C -3.164 3.790 4.135
C -4.037 4.273 5.101
C -5.127 3.521 5.512
C -5.340 2.269 4.955
C -4.458 1.785 4.004
C -1.243 3.191 2.010
C -0.253 3.169 2.998
C 0.556 4.271 3.225
C 0.408 5.408 2.443
C -0.522 5.413 1.417
C -1.338 4.312 1.199
H -5.282 2.898 1.260
H -4.627 2.927 -0.398
H -3.817 3.805 0.909
H -5.626 -1.140 2.851
H -7.938 -1.024 3.684
H -9.591 0.432 2.548
H -8.909 1.735 0.559
H -6.612 1.598 -0.286
H -2.276 0.409 -1.335
H -2.277 -0.040 -3.748
H -4.328 -0.876 -4.851
H -6.374 -1.257 -3.514
H -6.379 -0.803 -1.104
H -2.325 4.405 3.837
H -3.863 5.250 5.536
H -5.805 3.909 6.262
H -6.185 1.664 5.261
H -4.606 0.801 3.587
H -0.154 2.288 3.627
H 1.299 4.236 4.014
H 1.027 6.276 2.628
H -0.613 6.277 0.771
H -2.039 4.348 0.381
C 7.779 1.018 1.507
C 7.129 1.919 2.555
C 5.889 2.651 2.039
C 4.696 1.709 1.850
N 3.549 2.375 1.267
C 3.255 2.555 -0.036
S 1.903 3.479 -0.415
N 4.083 1.993 -0.938
C 3.870 1.958 -2.377
C 5.031 2.605 -3.150
C 5.353 4.049 -2.758
C 4.260 5.047 -3.131
H 8.714 0.605 1.890
H 8.005 1.584 0.601
H 7.132 0.180 1.245
H 7.858 2.654 2.906
H 6.848 1.313 3.423
H 6.114 3.138 1.085
H 5.608 3.437 2.745
H 4.394 1.301 2.816
H 4.985 0.853 1.237
H 2.895 2.824 1.886
H 4.790 1.359 -0.596
H 2.926 2.455 -2.581
H 3.780 0.912 -2.683
H 4.797 2.568 -4.218
H 5.924 1.993 -2.983
H 6.285 4.344 -3.249
H 5.522 4.092 -1.678
H 4.047 5.003 -4.204
H 4.574 6.065 -2.892
H 3.343 4.843 -2.580
*
```

Relative energy (zero: lowest compared OMol25 entry of this formula, charge and spin) in kcal/mol: 0.00
E_HOMO in eV: -4.258
Orbital gap in eV: 6.2250
M in u: 1419.89

Here are the Mulliken charges for atoms 1 to 2, given in e: 0.26, -0.83

Molecular formula: C83H76F11N3O
Method: DFT, ωB97M-V/def2-TZVPD

```
! wB97M-V def2-TZVPD RIJCOSX def2/J DEFGRID3
* xyz 0 1
C -4.026 0.564 4.171
N -2.925 0.717 3.102
C -3.188 -0.423 2.144
C -1.863 -1.262 1.671
C -1.377 -0.575 0.225
N -0.861 -0.011 -0.843
C -0.656 -1.348 2.775
C 0.795 -0.592 2.057
C 1.735 -1.664 1.081
O 2.159 -1.124 2.581
C -2.421 -2.779 1.239
C -3.522 -2.483 0.015
N -4.529 -2.165 -0.773
C -1.251 -3.751 0.627
C -0.642 -4.849 1.703
C -1.253 -5.165 3.192
C -0.600 -6.306 4.221
C 0.702 -7.208 3.775
C 1.351 -6.890 2.289
C 0.712 -5.732 1.275
C 1.360 -5.373 -0.213
H -4.058 -0.550 4.598
H -3.916 1.323 5.055
H -5.054 0.687 3.576
H -3.031 1.660 2.645
H -3.661 0.066 1.167
H -3.978 -1.213 2.523
H -0.310 -2.429 3.056
H -0.836 -0.755 3.766
H 0.689 0.602 1.682
H 1.672 -0.808 0.247
H 2.882 -1.721 0.978
H -3.037 -3.240 2.127
H -0.379 -3.176 0.072
H -1.777 -4.405 -0.222
H -2.178 -4.583 3.613
H -1.109 -6.444 5.292
H 1.158 -8.040 4.470
H 2.286 -7.476 1.899
H 0.543 -5.648 -1.005
H 2.376 -5.944 -0.331
H 1.583 -4.200 -0.212
F -2.037 -5.750 7.947
C -1.009 -4.945 8.249
C -0.426 -4.176 7.249
C 0.641 -3.334 7.564
C 1.119 -3.279 8.875
C 0.530 -4.059 9.871
C -0.544 -4.892 9.558
H -0.806 -4.238 6.234
H 1.099 -2.723 6.790
H 1.954 -2.625 9.119
H 0.907 -4.017 10.890
H -1.019 -5.498 10.322
F -5.819 -1.748 4.223
C -6.959 -1.979 3.559
C -7.539 -3.241 3.615
C -8.730 -3.481 2.929
C -9.321 -2.457 2.184
C -8.728 -1.195 2.130
C -7.544 -0.953 2.826
H -7.061 -4.026 4.192
H -9.196 -4.462 2.972
H -10.247 -2.646 1.645
H -9.188 -0.401 1.547
H -7.074 0.025 2.802
F -2.209 6.749 0.339
C -2.178 5.442 0.050
C -1.534 4.564 0.916
C -1.506 3.202 0.617
C -2.113 2.733 -0.551
C -2.752 3.623 -1.416
C -2.789 4.983 -1.112
H -1.061 4.948 1.814
H -1.012 2.507 1.292
H -2.087 1.671 -0.785
H -3.220 3.256 -2.326
H -3.289 5.687 -1.769
F 1.536 5.183 2.818
C 2.233 4.556 1.861
C 2.423 3.180 1.943
C 3.144 2.526 0.944
C 3.678 3.257 -0.120
C 3.486 4.638 -0.190
C 2.755 5.290 0.803
H 2.008 2.631 2.781
H 3.292 1.450 0.995
H 4.245 2.747 -0.896
H 3.906 5.205 -1.017
H 2.589 6.361 0.759
F -0.750 -4.865 -2.776
C -0.477 -3.896 -3.659
C 0.773 -3.858 -4.268
C 1.056 -2.852 -5.192
C 0.089 -1.888 -5.488
C -1.160 -1.931 -4.868
C -1.447 -2.944 -3.953
H 1.514 -4.610 -4.020
H 2.027 -2.818 -5.680
H 0.312 -1.100 -6.205
H -1.909 -1.177 -5.097
H -2.416 -2.998 -3.468
F 1.539 -1.621 11.011
C 2.566 -0.816 11.313
C 3.150 -0.047 10.312
C 4.216 0.796 10.627
C 4.695 0.851 11.939
C 4.105 0.071 12.935
C 3.032 -0.763 12.622
H 2.770 -0.109 9.298
H 4.674 1.407 9.854
H 5.529 1.504 12.183
H 4.482 0.113 13.954
H 2.557 -1.369 13.386
F 1.532 -1.161 -7.982
C 2.610 -1.450 -8.722
C 3.750 -1.951 -8.103
C 4.871 -2.258 -8.874
C 4.844 -2.050 -10.255
C 3.696 -1.542 -10.866
C 2.572 -1.246 -10.097
H 3.756 -2.098 -7.028
H 5.765 -2.657 -8.400
H 5.720 -2.285 -10.855
H 3.679 -1.377 -11.941
H 1.668 -0.859 -10.556
F 6.082 -1.059 -5.779
C 6.253 -0.147 -4.812
C 6.845 1.073 -5.119
C 7.019 2.024 -4.113
C 6.609 1.740 -2.809
C 6.020 0.510 -2.510
C 5.836 -0.436 -3.517
H 7.166 1.273 -6.136
H 7.474 2.984 -4.345
H 6.749 2.480 -2.024
H 5.705 0.289 -1.493
H 5.372 -1.394 -3.304
F 2.062 4.197 -3.828
C 0.921 3.965 -4.492
C 0.341 2.703 -4.436
C -0.849 2.463 -5.122
C -1.441 3.487 -5.867
C -0.848 4.749 -5.921
C 0.336 4.992 -5.225
H 0.819 1.918 -3.859
H -1.315 1.482 -5.079
H -2.367 3.298 -6.406
H -1.308 5.543 -6.504
H 0.806 5.969 -5.249
F 7.969 4.930 -3.705
C 8.243 5.899 -4.589
C 9.492 5.937 -5.198
C 9.776 6.943 -6.122
C 8.809 7.908 -6.418
C 7.560 7.864 -5.797
C 7.273 6.851 -4.882
H 10.233 5.185 -4.949
H 10.747 6.978 -6.609
H 9.032 8.695 -7.135
H 6.810 8.618 -6.026
H 6.304 6.797 -4.397
F -11.721 -0.823 -0.192
C -11.447 0.147 -1.075
C -10.198 0.185 -1.684
C -9.915 1.191 -2.608
C -10.881 2.155 -2.904
C -12.131 2.111 -2.283
C -12.418 1.099 -1.368
H -9.457 -0.568 -1.436
H -8.944 1.225 -3.095
H -10.658 2.942 -3.621
H -12.880 2.865 -2.512
H -13.387 1.044 -0.883
*
```

Structure (SMILES): CNC[C@@](C#N)(C[C@@H]1CO1)[C@@H](C#N)Cc1ccccc1C.Fc1ccccc1.Fc1ccccc1.Fc1ccccc1.Fc1ccccc1.Fc1ccccc1.Fc1ccccc1.Fc1ccccc1.Fc1ccccc1.Fc1ccccc1.Fc1ccccc1.Fc1ccccc1
E_HOMO in eV: -8.238
Orbital gap in eV: 7.8265
M in u: 1340.52

Here are the Mulliken charges for atoms 1 to 2, given in e: -0.44, -0.23